# C5H8N3O

An isolated ion of composition C5H8N3O and charge +1 (the ωB97M-V functional and the def2-TZVPD basis, the Open Molecules 2025 dataset).

ORCA input file:
```
! wB97M-V def2-TZVPD RIJCOSX def2/J DEFGRID3
* xyz 1 1
C 0.8836 1.6265 -0.2887
C 0.2198 -0.6312 0.4402
C 0.2528 0.9298 0.8468
C -0.7457 1.3523 -2.0597
C -1.5967 -0.6728 -1.2282
N 0.0833 1.8400 -1.2563
N -0.9439 -1.0461 -0.0986
N 1.2713 -1.4324 0.5339
O -0.8590 -0.0924 -2.1457
H 1.8229 2.0048 -0.2745
H 0.8796 1.0345 1.7635
H -0.7034 1.3288 0.7417
H -1.4598 1.8022 -2.6727
H -2.6626 -0.6828 -1.2990
H -1.3068 -1.9380 0.2348
H 2.0701 -1.1558 1.0580
H 0.9650 -2.3720 0.1301
*
```

Kohn-Sham gap (spin up / spin down) (Ha): 0.248 / 0.272
Strongest force on any atom (eV/Å): 4.108
LUMO energy (spin up / spin down) (eV): -4.409 / -4.086
Energy above the lowest of the compared OMol25 structures with the same formula, charge and spin (kJ/mol): 491.5

Mulliken population analysis, charges in e, atoms 1 to 8: -0.260, 0.544, -0.853, -0.054, -0.276, -0.253, -0.198, -0.361